Molecular formula: C2H2F2O2
Method: DFT, ωB97M-V with the def2-TZVPD basis set

The geometry in XYZ format:
```
8
Properties=species:S:1:pos:R:3:nbo_charge:R:1
C 1.62309 0.21181 -0.33866 0.535
H 2.03984 -1.62245 -0.80302 0.499
O -2.70486 -0.29770 1.63149 -0.498
F -0.83715 0.78729 2.19378 -0.372
F 2.63544 0.04990 0.53232 -0.371
O 1.45456 -0.84965 -0.95788 -0.661
C -1.95228 0.57726 1.37338 0.724
H -1.88167 1.37775 0.59333 0.145
```

The spin multiplicity is 1. The value obtained for the relative energy (zero: lowest compared OMol25 entry of this formula, charge and spin) is 210.9 kJ/mol. The value obtained for the highest occupied orbital energy is -10.400 eV. The value obtained for the HOMO-LUMO gap is 10.970 eV.



Molecular formula: C9H11Cl2NO3
Method: DFT, ωB97M-V with the def2-TZVPD basis set

The geometry in XYZ format:
```
26
Properties=species:S:1:pos:R:3:nbo_charge:R:1
O 1.85976 -0.51591 -1.39783 -0.387
Cl 1.73042 0.27976 1.49337 0.000
H -0.46261 -1.49458 0.90555 0.223
H 0.95139 2.73208 -1.08308 0.249
H 5.06575 1.65028 -0.88798 0.224
Cl 6.05958 -0.48962 0.22137 0.034
C 3.57253 -1.29984 -0.15625 -0.166
H -1.54267 -0.93428 -0.39282 0.207
N 2.27113 -1.36461 -0.66546 0.493
C -2.59726 -1.77287 1.29446 -0.626
C 3.09444 1.95605 -0.87108 -0.115
H -1.12648 0.45156 2.07827 0.186
H -2.25414 0.98276 0.78085 0.196
H -2.41219 -1.95646 2.41321 0.212
C 1.67535 2.03933 -0.59336 -0.364
O -0.37435 1.30621 0.20727 -0.498
C -1.32224 0.51190 1.02144 -0.061
O 1.63399 -2.37266 -0.45258 -0.426
C 0.96255 1.27910 0.26732 0.395
C 4.11457 1.17869 -0.60614 -0.282
H -2.44538 -2.72191 0.65117 0.236
C 4.37072 -0.18356 -0.08315 0.026
C -1.43695 -1.01444 0.67403 -0.430
H -3.61544 -1.31326 1.09856 0.213
H 3.45101 2.84387 -1.32350 0.214
H 3.81267 -2.29253 0.22849 0.247
```

The spin multiplicity is 1. The value obtained for the relative energy (zero: lowest compared OMol25 entry of this formula, charge and spin) is 336.1 kJ/mol. The value obtained for the highest occupied orbital energy is -8.498 eV. The value obtained for the HOMO-LUMO gap is 7.801 eV.



Molecular formula: C3H10NOS
Method: DFT, ωB97M-V with the def2-TZVPD basis set

The geometry in XYZ format:
```
16
Properties=species:S:1:pos:R:3:nbo_charge:R:1
C -0.62179 -0.08217 -0.66345 -0.233
H -0.23975 0.92193 -0.47961 0.174
H -1.00071 -1.77277 0.19409 0.146
H 1.71689 1.62039 1.09691 0.501
S -0.90446 -0.27019 2.30002 -0.728
O 2.43578 1.94313 0.56477 -0.981
H 0.54503 -1.27426 0.89157 0.204
H 2.30361 1.80635 -0.42624 0.475
H -1.18677 0.24602 -3.12553 0.167
H 0.32206 -0.79378 -3.68637 0.179
C -0.44933 -0.90314 0.61493 -0.535
N 0.14883 -0.73068 -1.70327 -0.647
H 0.22282 -1.72097 -1.88326 0.364
C -0.16288 -0.02369 -2.97229 -0.411
H 0.39363 0.90426 -2.93183 0.175
H -1.72947 0.00968 -0.92051 0.149
```

As for the total charge: -1. The spin multiplicity is 1. The value obtained for the relative energy (zero: lowest compared OMol25 entry of this formula, charge and spin) is 189.9 kJ/mol. The value obtained for the highest occupied orbital energy is -2.417 eV. The value obtained for the HOMO-LUMO gap is 5.952 eV.



Molecular formula: C27H25N8O2P2RuSe2
Method: DFT, ωB97M-V with the def2-TZVPD basis set

The geometry in XYZ format:
```
67
Properties=species:S:1:pos:R:3:mulliken_spin:R:1
N -3.41971 3.42794 -1.52909 -0.024
H 0.97889 -4.84697 3.56044 0.000
C -0.27211 -4.18788 1.91664 0.008
H -4.99346 -0.51880 -3.20533 0.007
H -1.48528 -3.26438 0.37886 -0.002
H -2.59075 0.05529 2.94516 0.005
C 3.65718 1.14487 2.12930 0.002
H -3.77323 4.28336 -4.15283 -0.001
C 3.65271 2.52073 1.93355 0.001
C 2.81578 2.23257 -0.34161 -0.006
Se 2.94529 -0.12671 -3.33658 0.971
C 4.31648 -3.59624 -0.30433 -0.003
O -3.11005 4.51571 -1.94342 0.014
C -2.10138 1.01289 2.70445 -0.003
C -1.40656 1.16919 1.55947 0.014
C 2.69201 -2.00121 -0.94009 0.021
H 1.39365 -2.46597 4.40937 0.000
H -0.29830 -5.22849 1.45883 0.000
P 2.23005 -0.31909 -1.34616 0.024
H 3.26620 -0.73780 1.25536 0.002
C -0.67760 -0.17961 -0.98037 0.000
H -0.21728 2.60903 0.34317 0.000
H -0.51464 4.37309 1.89304 0.000
H -2.96656 1.95473 4.43262 0.000
C 0.37223 -1.57654 2.71260 -0.001
N -3.79027 3.34193 -4.51844 0.004
H 0.67504 -0.57446 2.95839 0.001
C -0.85743 -3.14527 1.24664 0.026
N 0.16984 0.14788 -3.03106 0.011
P -1.20567 -0.43884 0.69560 0.082
C -0.89306 3.44538 2.18795 0.005
C -0.71424 2.41743 1.28077 -0.008
C -2.26556 2.07490 3.57030 -0.004
C -0.49849 -1.83736 1.62427 -0.047
C -3.85924 2.25059 -3.64801 -0.002
N -4.07604 -0.01398 -3.26624 0.086
C -1.63732 3.28306 3.35772 0.007
C 0.48110 -0.18161 -1.70471 0.021
C 1.81513 -3.03266 -1.13862 -0.003
H 5.38248 -3.89377 -0.10563 0.000
C 3.24985 0.30330 1.12909 0.004
C 0.50083 -3.94880 3.06127 -0.001
H 2.42840 2.58867 -1.28018 0.001
N -1.63129 0.37488 -1.77543 0.060
H -4.37286 3.15188 -5.36800 0.001
C 0.84704 -2.64565 3.45735 0.002
H 4.11446 3.10830 2.71089 0.000
O -3.33571 3.08502 -0.31412 0.027
Se -3.33218 -1.07563 0.48044 0.585
N -4.16186 1.05346 -4.16382 -0.005
N -3.74298 2.29050 -2.29194 0.005
C 3.40971 -4.63858 -0.44024 0.015
H 0.77682 -2.81177 -1.40177 -0.001
C 4.02157 -2.29616 -0.65679 0.002
C 3.26754 3.05179 0.67943 0.008
C 2.17944 -4.38161 -0.99305 -0.002
H 3.76518 -5.65567 -0.17015 0.000
H 1.49376 -5.16665 -1.35438 0.000
H 4.06164 0.70357 3.02771 0.001
H -3.95843 0.83306 -5.12019 0.002
N -1.06316 0.52376 -3.05081 0.025
H 3.27027 4.11719 0.49601 0.001
C 2.84638 0.81376 -0.13404 -0.024
Ru -3.61027 0.62484 -1.33129 2.089
H -3.36083 -0.68047 -3.57985 0.002
H 4.78183 -1.52689 -0.73669 -0.002
H -1.66504 4.11100 4.05851 0.000
```

As for the total charge: +3. The spin multiplicity is 5. The value obtained for the relative energy (zero: lowest compared OMol25 entry of this formula, charge and spin) is 94.6 kJ/mol. The value obtained for the highest occupied orbital energy (spin up / spin down) is -16.460 / -16.260 eV. The expectation value of S² is 6.021. The value obtained for the HOMO-LUMO gap (spin up / spin down) is 6.769 / 4.698 eV.



Molecular formula: C4H4MgO2
Method: DFT, ωB97M-V with the def2-TZVPD basis set

The geometry in XYZ format:
```
11
Properties=species:S:1:pos:R:3:mulliken_spin:R:1
C -1.93501 0.26777 -0.17580 -0.043
Mg -5.16495 0.05620 -0.40764 1.044
H 2.45225 1.30637 -0.05375 0.000
H -0.84041 1.45557 0.61301 -0.002
H -0.24627 -0.45627 0.83028 0.002
O -3.08300 -0.01802 -0.16154 -0.031
C 1.91610 0.43707 -0.45751 0.000
H 3.08673 -1.47422 -0.94932 0.000
O 2.01046 -1.10866 0.81706 0.000
C -0.68683 0.35369 0.24183 0.030
C 2.49095 -0.81950 -0.29661 0.000
```

As for the total charge: +1. The spin multiplicity is 2. The value obtained for the relative energy (zero: lowest compared OMol25 entry of this formula, charge and spin) is 163.6 kJ/mol. The value obtained for the highest occupied orbital energy (spin up / spin down) is -11.998 / -12.006 eV. The expectation value of S² is 0.750. The value obtained for the HOMO-LUMO gap (spin up / spin down) is 7.950 / 6.750 eV.



Molecular formula: C27H27IN2PPt
Method: DFT, ωB97M-V with the def2-TZVPD basis set

The geometry in XYZ format:
```
59
Properties=species:S:1:pos:R:3:nbo_charge:R:1
H -3.79767 3.32910 1.02122 0.230
C -2.19310 -2.76762 -1.94394 -0.234
H 0.15581 3.80117 2.60103 0.229
H -2.06185 4.74555 2.05927 0.228
P -0.92364 -0.64495 0.86931 1.327
C 3.86639 0.43039 -1.58850 -0.582
H 1.32969 -3.36431 5.27777 0.229
C -1.59926 -1.85375 -1.07001 -0.257
C 3.06273 -0.75704 -1.00820 -0.001
H -0.91173 5.15663 -4.36792 0.237
C -0.15230 4.63860 -2.42344 -0.243
C -3.42040 -2.21170 0.54404 -0.121
H 4.76398 -1.69068 -0.06645 0.223
H 0.86678 -2.87586 1.05062 0.224
H 3.99430 1.21010 -0.84029 0.228
H 0.57185 3.74944 -0.59371 0.211
C -2.82768 2.91296 1.25757 -0.204
C -2.56078 1.57945 0.98222 -0.169
H -3.31703 0.95524 0.52121 0.230
H 0.64765 1.43221 2.10102 0.226
H -0.05453 5.65792 -2.07764 0.237
C -1.85067 3.70703 1.83997 -0.176
I -0.42680 0.01802 -3.72728 0.265
H 1.82362 -4.10589 2.97206 0.218
C -0.62680 4.35774 -3.69641 -0.141
H 4.84300 0.05796 -1.89657 0.230
C -0.15600 -1.44514 2.28220 -0.413
H 3.22583 -2.08042 0.71536 0.213
H -1.74408 -3.01169 -2.89950 0.214
C -0.60208 3.17654 2.14638 -0.230
H -1.07823 -0.17661 3.75936 0.228
C 0.91040 -2.82833 4.43672 -0.191
H 3.88222 -2.25585 -2.34122 0.233
C -0.72893 3.03779 -4.11054 -0.277
H 3.95362 -0.48324 0.95784 0.226
H 2.42936 -1.47224 -2.96201 0.214
C 1.18991 -3.24572 3.14143 -0.139
H 2.31095 -2.68802 -1.66993 0.217
C -0.34200 2.08175 -3.18862 0.119
C -0.44331 -1.03548 3.58239 -0.183
H 3.36171 0.84864 -2.46036 0.217
C 0.19971 3.58417 -1.59694 0.055
N 1.86401 -0.13249 -0.56170 -0.355
C -0.32691 1.84777 1.87408 -0.119
C 3.79863 -1.28465 0.23792 -0.595
H -4.93637 -3.57463 -0.09819 0.229
C -1.31598 1.04570 1.30279 -0.441
C -2.22673 -1.61665 0.15036 -0.477
H -3.85596 -4.07220 -2.24978 0.227
Pt 0.14561 -0.75530 -1.08028 0.598
N 0.09622 2.30965 -1.98054 -0.465
C -4.00437 -3.08770 -0.35126 -0.224
C 0.09525 -1.72741 4.65624 -0.200
C -3.38721 -3.36656 -1.57551 -0.169
H -0.12295 -1.40586 5.66559 0.230
H -3.87187 -2.01238 1.50772 0.220
H -1.08530 2.77344 -5.09531 0.242
C 2.90605 -1.85798 -2.05759 -0.647
C 0.65725 -2.55661 2.06596 -0.202
```

As for the total charge: +1. The spin multiplicity is 1. The value obtained for the highest occupied orbital energy (spin up / spin down) is -11.052 / -11.117 eV. The value obtained for the HOMO-LUMO gap (spin up / spin down) is 7.203 / 7.030 eV.